# 1
DFT (the ωB97M-V functional and the def2-TZVPD basis) results for a cluster of 9 separate species, C40H55IN9O5P in total at a distorted geometry.

Properties
HOMO-LUMO gap, eV: 7.32
M, g mol⁻¹: 899.82
Multiplicity: 1
SMILES: CCC[C@@](CC(=O)I)(OC(C)=O)P(=N)(O)O.c1cc[nH]c1.c1cc[nH]c1.c1cc[nH]c1.c1cc[nH]c1.c1cc[nH]c1.c1cc[nH]c1.c1cc[nH]c1.c1cc[nH]c1
E_HOMO, eV: -8.083

```
111
C40H55IN9O5P the ωB97M-V functional and the def2-TZVPD basis
I -5.608 -6.938 5.718
P -2.387 -5.472 1.041
O -6.795 -6.843 2.479
O -0.908 -5.846 1.811
O -2.715 -7.133 5.151
O -5.036 -5.835 1.261
O -2.377 -3.957 0.230
N -0.043 -10.051 0.416
N 2.856 8.677 -4.023
N -2.586 -6.579 -0.110
N -0.306 7.605 -7.215
N 2.588 3.517 -0.733
N -3.433 0.181 -3.170
N -0.107 -1.579 -0.326
N 3.734 1.516 6.559
N 7.870 2.194 1.781
C 6.080 1.803 3.030
C -4.108 -4.415 3.182
C 2.608 9.181 -5.273
C 0.452 0.473 -0.955
C -2.845 -2.383 4.435
C -3.806 -7.061 4.519
C -4.367 0.663 -2.292
C -1.300 8.537 -7.349
C 4.585 2.558 6.304
C -3.718 -7.085 2.926
C 1.261 -1.546 -0.390
C -3.914 -5.662 2.201
C 5.781 2.853 2.127
C 0.309 -10.976 -1.570
C 1.074 9.987 -3.842
C -2.804 -3.946 3.980
C 5.246 2.861 7.469
C -0.570 7.947 -9.391
C -7.205 -4.490 2.020
C 1.921 9.159 -3.146
C 3.146 5.569 -1.363
C 6.903 3.071 1.367
C 2.087 4.745 -1.071
C 3.955 3.549 -0.798
C 0.141 7.236 -8.456
C 0.611 -9.896 -0.778
C -6.284 -5.822 1.940
C -5.214 1.491 -2.987
C -1.483 8.772 -8.690
C -0.766 -11.214 0.390
C 1.509 10.001 -5.190
C 7.375 1.413 2.791
C -3.679 0.686 -4.418
C -0.608 -0.351 -0.664
C 4.774 1.971 8.466
C 3.839 1.155 7.876
C 1.636 -0.285 -0.782
C 4.331 4.811 -1.190
C -4.778 1.505 -4.335
C -0.565 -11.811 -0.830
H -1.763 -1.986 4.341
H -0.446 7.880 -10.462
H -3.168 -2.243 5.516
H 4.541 2.674 -0.561
H 0.233 10.523 -3.426
H 0.000 -9.410 1.191
H 3.243 0.350 8.279
H 5.346 5.151 -1.335
H -0.411 -4.992 1.860
H -2.778 -4.543 4.967
H -2.112 -3.228 0.839
H -3.460 -1.739 3.707
H 0.925 6.503 -8.565
H 5.082 1.932 9.500
H -5.219 2.054 -5.154
H 3.126 1.083 5.884
H 3.607 8.049 -3.787
H 1.023 4.926 -1.077
H 1.234 -9.033 -0.958
H -2.196 9.461 -9.118
H 0.041 7.246 -6.341
H 5.987 3.637 7.590
H -4.432 -3.517 2.527
H -1.672 -0.169 -0.669
H 4.647 2.993 5.318
H 5.420 1.378 3.772
H 7.985 0.651 3.252
H 1.940 8.873 -2.105
H -2.677 -7.516 2.670
H 2.652 0.055 -0.927
H -1.359 -11.516 1.240
H -7.842 -4.498 2.966
H 0.381 1.507 -1.259
H -1.771 -7.227 -0.085
H -4.945 -4.555 3.954
H -0.658 -2.382 -0.069
H -0.998 -12.745 -1.155
H -7.812 -4.467 1.057
H 4.847 3.390 2.042
H -2.682 -0.448 -2.934
H -4.348 0.376 -1.251
H 1.847 -2.421 -0.153
H -6.530 -3.571 2.050
H 2.037 2.714 -0.476
H -1.788 8.952 -6.481
H 8.800 2.132 1.401
H -3.052 0.420 -5.256
H -1.814 -4.088 3.437
H 3.235 8.916 -6.111
H 1.067 10.549 -6.009
H 0.674 -11.145 -2.572
H 7.098 3.773 0.570
H -6.055 2.027 -2.572
H -4.460 -7.844 2.472
H 3.077 6.603 -1.666
```

***

# 2
DFT (the ωB97M-V functional and the def2-TZVPD basis) results for the ion C8H8NOS with charge +1 at a distorted geometry.

Properties
HOMO-LUMO gap, eV: 8.06
M, g mol⁻¹: 166.23
Multiplicity: 1
E_HOMO, eV: -12.570
Relative energy (zero: lowest compared OMol25 entry of this formula, charge and spin), kcal/mol: 0.0
Net charge: +1

```
19
C8H8NOS the ωB97M-V functional and the def2-TZVPD basis
S -2.773 -0.929 0.008
O -2.519 2.204 0.058
N -0.088 -0.692 -0.025
C -1.372 1.524 -0.007
C 1.057 1.360 -0.049
C 1.075 -0.028 -0.023
C -0.408 -2.011 -0.021
C -0.104 2.113 -0.047
C -1.726 -2.300 -0.003
C -1.462 0.145 -0.007
C 2.369 -0.762 0.037
H -2.386 3.162 0.069
H 2.894 -0.487 0.952
H 2.007 1.871 -0.053
H 2.253 -1.840 0.015
H 3.003 -0.468 -0.797
H -2.148 -3.287 0.002
H 0.360 -2.765 -0.041
H -0.032 3.189 -0.068
```

***

# 3
DFT (the ωB97M-V functional and the def2-TZVPD basis) results for a structure of composition C2H6FLuO2 at a distorted geometry.

Properties
HOMO-LUMO gap, eV: 9.85
M, g mol⁻¹: 256.03
Multiplicity: 1
E_HOMO, eV: -20.844
Net charge: +2

```
12
C2H6FLuO2 the ωB97M-V functional and the def2-TZVPD basis
Lu -3.422 1.561 2.524
F -4.558 0.762 3.916
O -2.443 0.783 0.614
O -1.403 2.227 1.881
C -2.509 -0.322 -0.289
C -1.204 1.452 0.706
H -1.038 2.090 -0.172
H -0.380 0.740 0.847
H -3.413 -0.187 -0.889
H -2.567 -1.260 0.279
H -1.135 3.148 1.781
H -1.626 -0.319 -0.938
```